Entry from the OMol25 dataset: the molecule C3H3N3O (ωB97M-V/def2-TZVPD).

```
! wB97M-V def2-TZVPD RIJCOSX def2/J DEFGRID3
* xyz 0 1
H 1.63713 2.35289 0.33666
N 0.63295 2.18896 0.17794
N 0.48760 0.95278 0.11906
C -0.84668 0.56171 -0.09040
C -1.12963 -0.74616 -0.18047
N -0.20502 -1.77426 -0.09075
C 1.00728 -1.79233 0.04103
O 2.15038 -1.99550 0.15694
H -1.61233 1.33025 -0.17146
H -2.14732 -1.08886 -0.33737
*
```

Values from the calculation:
HOMO-LUMO gap in eV: 9.233
SMILES string: [H]/N=N/C=C\N=C=O
Highest occupied orbital energy in eV: -9.486
E in a.u.: -355.56592

=====

Entry from the OMol25 dataset: a cluster of 2 separate species, C3H7O2S in total at a distorted geometry (ωB97M-V/def2-TZVPD).

```
! wB97M-V def2-TZVPD RIJCOSX def2/J DEFGRID3
* xyz -1 1
O 0.18106 3.22137 0.80060
C 0.04611 2.09164 0.39432
C 1.21427 1.18494 -0.07505
C 0.76902 -0.25159 -0.44561
S -0.74792 -0.41808 -1.40886
H -0.81313 1.49885 0.79108
H 2.04297 1.10620 0.63687
H 1.53343 1.67534 -1.01569
H 0.72997 -0.79418 0.53052
H 1.63947 -0.59145 -1.01816
H -2.33915 -2.17885 0.39439
H -1.90604 -3.42217 -0.19432
O -2.35006 -3.12202 0.60989
*
```

Values from the calculation:
HOMO-LUMO gap in eV: 6.966
Highest occupied orbital energy in eV: -3.003
E in a.u.: -667.19422

=====

Entry from the OMol25 dataset: a cluster of 7 separate species, C14H42O7S7 in total at a distorted geometry (ωB97M-V/def2-TZVPD).

```
! wB97M-V def2-TZVPD RIJCOSX def2/J DEFGRID3
* xyz 0 1
C -1.75686 -5.05334 -0.67478
S -2.89436 -3.74249 -0.11758
O -2.87521 -3.84467 1.38505
C -1.80708 -2.37757 -0.56202
H -0.81999 -5.04790 -0.12681
H -1.53126 -4.79018 -1.71980
H -2.24085 -6.01616 -0.83168
H -1.14145 -2.45928 -1.41290
H -1.31300 -2.02342 0.34042
H -2.49308 -1.54509 -0.75103
C 1.35534 1.17284 1.55712
S 0.65776 0.81925 -0.08598
O 0.54202 -0.67696 -0.09012
C -0.99520 1.53804 -0.00885
H 0.97825 0.41114 2.24827
H 1.19624 2.10526 2.09454
H 2.40438 0.91677 1.42626
H -1.55862 1.55657 -0.94215
H -1.06668 2.58022 0.31467
H -1.54041 0.93195 0.72354
C -1.11347 -0.96659 -4.90223
S -1.35972 -0.02655 -3.38852
O -1.35191 1.43615 -3.81749
C -3.07855 -0.48172 -3.10500
H -1.89656 -0.67030 -5.60043
H -1.19258 -2.02283 -4.65148
H -0.15054 -0.64940 -5.29000
H -3.28225 -1.54548 -3.05732
H -3.63657 0.01342 -3.91003
H -3.46969 0.07231 -2.24912
C 3.84498 3.15880 0.40673
S 5.51474 2.66834 0.95946
O 5.36010 1.26906 1.45033
C 5.64483 3.80168 2.38543
H 3.33099 2.26868 0.04579
H 3.97224 3.65119 -0.56387
H 3.22760 3.75028 1.07459
H 5.23503 3.42067 3.31553
H 5.08060 4.69118 2.07943
H 6.65153 4.20708 2.47744
C -2.28827 -1.07406 3.50193
S -0.56058 -1.04390 4.03405
O -0.60066 -0.49122 5.44280
C -0.43341 -2.87378 4.11607
H -2.86416 -0.16117 3.62086
H -2.85071 -1.88255 3.98271
H -2.35135 -1.49743 2.49497
H -0.67714 -3.24346 3.11855
H -1.07323 -3.34213 4.85678
H 0.61927 -3.13726 4.24099
C 3.43317 -4.49399 0.36152
S 2.40687 -3.38493 1.44342
O 2.57046 -3.88986 2.83506
C 3.49686 -1.97028 1.21647
H 2.88941 -4.64947 -0.56936
H 3.49445 -5.39283 0.97451
H 4.43929 -4.14712 0.14494
H 3.38233 -1.72232 0.15362
H 4.57741 -2.07809 1.32038
H 3.17984 -1.13506 1.83778
C -3.37959 3.73972 -3.22596
S -3.79335 4.68774 -1.70633
O -2.84577 4.18768 -0.64329
C -3.00634 6.24309 -2.29294
H -3.72567 4.28425 -4.09940
H -3.81850 2.76440 -3.02832
H -2.30496 3.56093 -3.26651
H -2.05479 5.84474 -2.65155
H -2.74806 7.01337 -1.56614
H -3.54358 6.78407 -3.07301
*
```

Values from the calculation:
HOMO-LUMO gap in eV: 8.439
Highest occupied orbital energy in eV: -8.362
E in a.u.: -3872.31005

=====

Entry from the OMol25 dataset: a cluster of 2 separate species, C5H10NO in total at a distorted geometry (ωB97M-V/def2-TZVPD).

```
! wB97M-V def2-TZVPD RIJCOSX def2/J DEFGRID3
* xyz 1 1
C -0.77722 -0.65434 -1.45113
C -1.37041 1.97259 0.57833
C 1.67776 -1.91499 -0.42701
C 1.33762 0.21369 0.39376
C -1.41571 0.52304 0.55941
N -1.28385 -0.05784 -0.55626
O 1.31938 -0.59522 -0.63678
H -1.07948 -1.06276 -2.35128
H -0.82738 2.59867 -0.06835
H -1.19322 2.27640 1.56477
H -2.42743 2.28307 0.35472
H 2.00555 -2.30963 -1.43314
H 0.79445 -2.43965 0.09813
H 2.52899 -1.87503 0.34250
H 0.88855 1.15761 0.29299
H 1.70886 -0.20986 1.36406
H -1.88645 0.09427 1.37530
*
```

Values from the calculation:
HOMO-LUMO gap (alpha / beta) in eV: 7.330 / 7.364
Highest occupied orbital energy (alpha / beta) in eV: -12.409 / -12.421
E in a.u.: -326.05026

=====

Entry from the OMol25 dataset: a cluster of 2 separate species, C7H14 in total at a distorted geometry (ωB97M-V/def2-TZVPD).

```
! wB97M-V def2-TZVPD RIJCOSX def2/J DEFGRID3
* xyz 0 1
C 0.66096 -1.49889 0.77356
C 1.51221 -0.26236 0.69105
C 1.75870 0.37267 -0.71153
C 0.61340 1.35096 -1.02133
C -0.64779 0.62978 -0.86798
C -1.47066 0.71938 0.27381
C -2.75350 0.23755 0.27656
H 0.72491 -2.06148 1.69973
H -0.56399 -1.45225 0.51239
H 1.00575 -2.16049 -0.02504
H 2.54331 -0.49911 1.01692
H 1.10066 0.50541 1.35208
H 1.66558 -0.35480 -1.55608
H 2.75565 0.79127 -0.79008
H 0.81822 2.21828 -0.38732
H 0.65683 1.64840 -2.08162
H -1.15144 -0.00185 -1.59377
H -1.50735 -1.43487 0.55373
H -1.17091 1.20560 1.21240
H -3.19722 -0.39505 -0.52989
H -3.35332 0.44184 1.20243
*
```

Values from the calculation:
HOMO-LUMO gap in eV: 6.519
Highest occupied orbital energy in eV: -6.801
E in a.u.: -274.88769

=====

Entry from the OMol25 dataset: the molecule C8H12S at a distorted geometry (ωB97M-V/def2-TZVPD).

```
! wB97M-V def2-TZVPD RIJCOSX def2/J DEFGRID3
* xyz 0 1
C -1.13218 -0.83103 0.94043
C -0.01555 -0.25452 1.49654
C 1.27975 -0.92141 1.25307
C 1.47653 -0.87862 -0.26952
C 1.31294 0.55383 -0.85226
C 0.02220 1.34560 -0.40481
C -1.28995 0.74274 -0.91386
C -2.11636 0.04644 0.20007
S 0.03795 1.47986 1.43192
H -1.17800 -1.90408 0.79388
H 1.26044 -1.94510 1.64867
H 2.06806 -0.36993 1.72881
H 2.46242 -1.23514 -0.50743
H 0.72795 -1.55843 -0.72094
H 2.18564 1.18256 -0.58307
H 1.30180 0.54913 -1.95005
H 0.11850 2.34435 -0.83303
H -1.92327 1.50436 -1.39033
H -1.12161 -0.00560 -1.71208
H -2.56437 0.74766 0.86778
H -2.91292 -0.59265 -0.22380
*
```

Values from the calculation:
HOMO-LUMO gap in eV: 9.330
SMILES string: C1=C2CCC[C@@H](CC1)S2
Highest occupied orbital energy in eV: -8.426
E in a.u.: -710.17478